Here is a cluster of 14 separate species, C41H74Br10O27 in total at a distorted geometry from OMol25. Energies are from ωB97M-V/def2-TZVPD.

The largest force on an atom is 5.7 eV Å⁻¹. The multiplicity is 1. The calculation puts the total energy at -29378.243655 Eh. As for the HOMO energy: -9.6413 eV. The HOMO-LUMO gap comes out at 9.666 eV.

Element x y z (Å)
H 5.774 -0.945 -2.861
H 1.206 4.480 0.179
O 1.827 0.442 -2.552
Br -4.099 -5.089 -0.615
H -0.287 -1.122 -4.606
O -1.382 -2.386 -8.376
Br -3.700 -0.046 -5.061
H -3.273 4.063 5.659
O 6.070 4.109 0.408
H -5.295 -1.828 -4.240
H -1.865 -3.556 -9.992
H 3.816 -6.293 2.701
H -1.646 0.638 -0.667
O 1.068 -0.204 -0.479
H -7.966 -0.035 -3.415
H -0.331 5.203 0.925
H -1.363 -4.897 -2.381
C -1.089 0.614 4.947
O 4.604 2.098 5.855
C 3.712 3.440 -2.106
H 3.939 -1.216 0.073
O 0.580 -1.217 -8.191
C -3.215 -2.790 -4.455
Br 3.929 -3.375 -3.554
O -0.969 2.923 -2.547
H -0.536 3.491 -4.442
C 3.836 -6.263 1.611
H 0.054 -0.478 7.391
H -0.435 1.729 -4.050
H 3.862 2.565 -2.739
H -0.223 0.190 -5.740
H 3.495 4.336 -2.687
C 2.884 1.896 1.651
H -2.470 -2.958 -5.234
H -1.555 3.394 3.687
O 4.151 2.422 3.558
H 3.045 3.830 2.703
H -3.380 3.116 -1.678
C 2.964 2.761 2.897
C -0.287 1.639 6.805
H -1.581 -1.804 -10.345
O -1.800 0.336 4.008
O -5.123 2.924 -2.737
H 6.858 3.739 2.173
C -7.440 0.117 -2.473
H -0.053 2.067 8.926
H -0.293 -2.964 -10.131
C -2.399 3.461 3.001
C -0.368 -4.881 -1.937
C -3.764 3.283 3.574
C -1.122 -0.274 -0.952
H 3.849 -2.946 -0.517
H -1.666 2.728 8.124
H -1.887 -1.028 -1.142
H 2.823 -2.442 0.804
C -0.144 3.844 -2.028
C -0.986 2.658 -3.903
H -4.585 3.891 3.192
O -0.825 -1.594 -6.510
H 0.517 5.865 -0.491
H -1.101 -5.427 0.002
C 3.796 2.290 4.959
O 3.744 4.697 0.304
C 4.809 4.218 -0.218
C 5.649 -1.111 -3.931
C -4.181 -2.574 0.745
H -1.398 1.060 8.542
Br 2.699 -1.132 4.053
C 0.370 0.242 6.636
H 6.456 -1.599 -4.478
O 4.789 -2.710 1.286
C -0.054 -0.882 -5.643
Br 0.638 -3.402 -2.812
H -3.983 2.433 5.608
H 2.646 0.847 1.824
H 3.791 -4.313 4.236
H 4.625 -6.951 1.307
H -4.463 1.744 -1.193
H 1.029 -0.968 -5.732
O -1.340 1.556 5.847
C -0.111 -0.732 0.039
H 0.409 2.439 6.551
O -0.142 -0.233 5.401
C 0.924 0.075 -1.773
H -2.042 2.497 -4.121
C -4.407 -1.868 -4.870
H -2.744 -2.367 -3.568
Br 1.879 -5.545 5.307
C 4.216 -1.535 -4.275
Br -3.901 -4.608 -4.055
H 0.115 -5.818 -2.216
H 2.945 -6.612 1.089
H 1.109 3.151 3.764
H 2.126 2.249 0.951
H 1.034 -3.025 4.712
H -1.230 -0.640 1.846
O 4.902 3.685 -1.400
C 1.955 -2.974 4.132
O -0.371 -0.109 -2.080
H -3.109 -2.764 0.791
H 3.322 -3.380 5.596
O 4.067 -4.874 1.265
Br 1.161 -4.528 0.472
H 3.761 1.971 1.007
O -7.185 2.706 -3.656
C -0.888 1.972 8.231
C -4.952 -3.894 0.638
C -0.584 -4.584 -0.457
C -4.103 2.371 -2.009
C 3.789 -2.264 0.331
H 0.052 -1.810 0.049
C -0.438 -1.777 -7.721
O -2.388 2.611 1.900
H 0.516 -0.744 2.092
C -3.391 1.726 2.069
O 2.421 2.320 5.098
H 1.662 -3.280 3.127
Br -4.593 -1.305 -0.775
C -0.264 -0.301 1.473
C -3.978 3.416 5.136
H -0.149 0.783 1.463
H 1.449 0.388 6.596
H -5.010 3.691 5.354
H 5.204 4.495 2.317
O -4.071 2.001 3.158
O 5.974 -4.457 2.360
H -2.335 4.458 2.566
C 5.069 -4.067 1.675
H -1.063 -3.649 -0.166
C 2.909 -3.951 4.765
O -0.547 4.122 -0.826
C 1.858 2.362 3.824
H -8.181 0.676 -1.902
H -4.625 -2.103 -5.911
H 2.849 3.234 -1.473
H -7.279 -0.759 -1.845
H 3.976 -1.522 -5.338
C 6.141 4.449 1.761
O -3.536 0.777 1.339
H 3.500 -0.909 -3.743
O 0.756 4.445 -2.574
H 1.415 1.417 3.509
O -6.246 0.905 -2.669
C -6.247 2.154 -3.120
H -6.017 -3.794 0.426
H -4.401 -1.968 1.624
H 6.720 5.371 1.815
C 0.234 4.949 0.029
Br 5.940 0.716 -4.570
H -3.545 1.694 -2.655
H -4.993 -4.531 1.521
C -1.274 -2.670 -9.759


Here is a structure of composition C41H76Br22ClI2N2O2P2S at a distorted geometry from OMol25. Energies are from ωB97M-V/def2-TZVPD.

The largest force on an atom is 5.8 eV Å⁻¹. The multiplicity is 1. The calculation puts the total energy at -60632.064981 Eh. As for the HOMO energy: -10.2847 eV. The HOMO-LUMO gap comes out at 7.190 eV. Its total charge is +1.

Element x y z (Å)
H -0.516 2.714 -2.089
H -6.384 -7.814 3.093
Br -7.209 -3.632 -0.173
Br 3.238 5.764 -4.943
H -3.678 0.562 7.163
H 1.389 6.046 -7.223
C 1.965 -0.208 -3.044
I 0.785 -1.843 -5.235
H -6.098 -6.453 5.307
Br -4.271 0.201 12.217
Br -0.170 0.193 5.174
H -5.913 -6.336 2.223
H -8.099 -1.968 -3.512
C -12.850 -9.111 4.665
H -2.438 -3.357 1.549
O 5.501 1.989 -1.994
H -0.677 -0.488 13.371
H 5.429 2.926 -3.861
H 4.159 -0.064 -2.709
C -0.390 -1.664 -1.810
H 1.926 2.571 -1.171
C 3.849 1.292 -4.817
I 2.723 -0.337 -7.346
Br 3.274 5.132 -8.576
H 7.491 -2.475 -3.114
C 1.739 3.275 -2.050
C 9.218 3.586 -1.848
C 6.252 7.316 -11.745
H 9.508 5.816 -1.536
H -3.980 -1.482 2.518
H 2.610 2.669 -6.935
H -11.472 -5.792 6.039
H 3.587 -0.930 -4.817
C -7.014 -2.469 -1.724
H 2.075 0.893 1.637
C 7.783 1.107 -3.009
H 3.268 -0.167 3.478
H -2.012 -0.003 11.177
H 0.299 1.422 8.778
H 0.945 0.018 7.898
H -4.534 -1.505 8.131
H -1.201 1.888 6.687
H 2.735 7.933 -6.016
H 2.259 -1.321 -2.869
H -5.997 -2.598 -2.092
H 3.546 0.217 0.908
H 0.538 1.252 -0.001
Br -10.399 -9.680 6.035
C -3.768 -1.630 1.457
Br -8.180 -6.127 3.246
H -4.174 -3.735 1.609
H -12.764 -10.203 6.516
H 11.106 4.758 -1.522
C 2.323 6.494 -7.560
C -12.315 -9.319 6.060
C -0.218 1.417 6.690
Br -13.151 -3.537 6.921
H 8.003 0.400 -5.705
H -12.421 -3.841 4.582
C -8.068 -2.761 -2.763
C -1.633 0.036 13.326
H -1.448 -1.676 -2.227
H 4.204 7.223 -6.724
H 2.103 7.285 -8.279
H 9.930 0.559 -3.828
C -4.611 -1.371 7.050
H 3.549 1.576 3.684
H -7.129 -1.455 -1.335
S 5.393 2.280 -7.468
Br -9.599 -4.525 7.089
H 3.244 0.901 -1.458
Br -5.085 -4.409 4.295
H 6.084 -0.442 -3.355
Br -1.171 1.927 13.238
H -4.612 -1.267 0.870
Br 6.737 4.685 -10.719
Br -3.445 -3.450 -0.732
N 3.495 1.883 -3.445
C -11.835 -3.711 5.494
H -11.295 -2.765 5.442
H -12.471 -9.836 3.944
C 8.023 -1.469 -2.969
H 7.034 7.600 -11.041
H -4.598 -6.827 4.429
Br -12.389 -7.342 3.988
C 10.083 2.559 -2.675
H -10.363 -5.127 4.821
H 4.940 0.923 -4.693
C 0.154 3.633 -2.166
C 7.693 3.386 -1.652
H 4.099 3.843 -5.640
Br -6.337 -2.134 6.566
H 2.682 3.836 -3.969
Br 5.626 0.381 2.988
H 7.077 4.133 -1.047
N 1.641 -0.100 -4.507
C 2.344 2.844 -3.467
C 4.715 2.674 -2.991
H 7.691 -1.415 -5.496
C -10.935 -4.900 5.722
H 8.074 -1.221 -1.839
C 3.164 0.934 1.634
H 9.097 -1.461 -3.351
C 6.356 5.884 -12.208
H 6.232 -0.324 -5.670
C 7.173 -0.233 -3.625
H 1.465 2.477 -4.126
H -12.468 -8.461 6.713
C -6.327 -6.726 3.153
H 0.541 2.171 6.471
H 6.270 7.998 -12.596
C 9.999 4.835 -1.219
C -2.417 -0.393 12.111
C -5.552 -6.300 4.376
Br 4.545 7.648 -10.864
C 3.257 0.648 -2.580
P 0.432 0.066 -1.911
Cl -0.255 4.621 -3.655
H -0.099 4.301 -1.256
H -5.440 0.645 6.952
C 0.101 0.703 7.981
Br -2.260 -0.452 1.073
C 2.980 -0.014 -5.195
H -9.064 -2.897 -2.342
H -3.847 -1.975 6.559
C 7.301 -0.363 -5.227
C 6.905 2.146 -2.222
C 3.173 7.024 -6.432
H 2.237 4.283 -1.767
H -13.941 -9.140 4.663
Br -4.260 0.334 4.775
O 0.906 0.391 -0.295
Br -1.419 -0.343 8.608
H 4.426 3.699 -2.537
H 11.199 2.679 -2.860
H 5.448 5.518 -12.687
H 7.197 5.763 -12.894
H -0.416 -1.969 -0.694
H -2.171 -0.117 14.262
C 3.707 0.723 3.025
Br 3.605 2.714 0.965
C -3.423 -3.071 1.180
H -2.471 -1.482 12.052
P 3.867 2.539 -6.239
Br -7.646 -4.382 -3.760
H 0.308 -2.444 -2.305
H 9.993 4.714 -0.069
C 9.325 1.331 -3.237
C -4.539 0.091 6.689


Here is a cluster of 6 separate species, C41H77FN6O24S2 in total at a distorted geometry from OMol25. Energies are from ωB97M-V/def2-TZVPD.

The largest force on an atom is 1.6 eV Å⁻¹. The multiplicity is 1. The calculation puts the total energy at -4638.968861 Eh. Its SMILES is CCCN[C@]1(S(=O)(=O)F)OS(=O)(=O)[C@@H](CCC(N)=O)[C@@](COCOCCO)(c2cccnc2)[C@@H]1CC(N)(N)N.CCOC(=O)OC.CCOC(=O)OC.CCOC(=O)OC.CCOC(=O)OC.CCOC(=O)OC. As for the HOMO energy: -9.4783 eV. The HOMO-LUMO gap comes out at 9.824 eV.

Element x y z (Å)
H -8.163 -1.113 -3.918
H -2.904 8.181 0.661
H 5.155 -3.897 4.527
H -3.107 1.014 3.768
H -7.545 -2.617 -3.238
O -6.596 -2.661 -0.957
C -9.324 -1.859 -2.267
H 3.307 0.582 1.738
H -0.571 -5.270 1.037
H -4.194 6.996 0.935
C -2.073 5.334 -6.405
O -5.681 -0.625 -0.619
H 5.203 6.588 -2.842
N 4.521 -3.129 4.331
O -5.630 -0.497 3.824
H -1.110 -7.137 -0.043
H -9.752 -0.894 -1.991
H 2.197 2.840 0.948
O -1.903 4.730 -1.010
O 7.960 -1.887 -5.711
C -0.260 -1.328 4.328
N 4.393 -3.588 2.000
C 3.854 1.944 -2.718
H 4.304 0.993 -3.000
H -3.250 6.945 -0.554
O -2.002 4.515 -5.362
C -4.976 -1.155 0.522
C -1.278 -3.494 3.237
H 8.167 -3.717 -6.539
C 2.310 0.933 2.008
H -1.144 6.497 -8.509
C -4.128 4.834 -4.202
O 4.925 4.957 -4.107
H 0.416 -0.650 3.812
N 1.675 -4.294 7.000
O -2.580 6.426 -6.425
H -3.063 1.215 -0.907
C 6.807 2.140 -5.524
O -2.537 -3.910 0.972
H 5.854 1.820 -5.115
H 3.532 -5.561 3.008
H 1.234 -3.866 2.425
C -0.007 -2.809 3.846
O -0.441 -2.746 0.827
H -2.543 5.530 -9.037
H -0.541 -0.522 1.198
H 2.951 -1.598 2.593
H -1.774 2.249 -1.557
H -1.639 0.352 5.849
C 1.268 0.379 1.023
N 0.402 -0.699 1.516
H -1.525 -4.902 7.741
C 2.341 2.471 1.965
H -4.273 -0.395 0.837
C -0.437 -5.723 2.013
O -2.622 4.846 1.129
H 8.914 1.748 -5.205
H -5.921 1.316 4.783
C -3.198 7.142 0.516
H -6.490 -0.473 3.395
H -5.678 -1.360 1.326
H 7.943 1.773 -3.737
C 0.610 -4.728 7.650
H 1.712 0.193 0.043
H -4.566 5.464 -4.976
H -3.486 2.621 -1.899
O -2.439 -1.616 1.725
H 5.343 -3.833 2.249
C 2.531 -2.402 3.197
C -6.467 -1.498 -1.238
H 5.091 -2.353 4.007
H 1.887 2.823 -2.571
H -4.394 3.799 -4.423
O -2.877 2.995 0.053
O -1.476 4.740 -7.441
O 3.119 -1.735 0.171
C -2.624 4.994 -4.154
H -2.336 6.028 -3.974
C 0.259 -3.539 5.194
H 4.137 2.154 -1.686
H 2.445 -1.961 4.187
C 8.169 -0.579 -5.881
C -2.204 6.221 1.188
O -0.791 -7.913 2.889
H -9.182 -2.438 -1.356
C 0.697 -2.090 1.432
C 4.345 4.183 -3.190
H 9.256 -2.489 -7.226
O 7.813 0.044 -4.762
H 4.075 -4.313 1.368
H 3.227 -5.098 4.523
H -2.206 4.391 -3.354
C -2.159 -0.538 5.460
C -5.233 0.843 4.074
H -4.436 -2.058 0.257
S 1.891 -2.426 0.008
H 0.770 -5.216 8.605
C -1.206 -5.040 3.154
C 2.352 1.888 -2.884
H -5.282 1.422 3.145
H 7.527 -2.486 -7.651
H -1.209 6.321 0.754
H -2.244 -5.377 3.099
H 2.084 1.720 -3.927
C 4.835 6.360 -3.840
C 7.946 1.477 -4.784
N 3.060 -4.853 3.555
O 4.453 2.918 -3.590
H -2.131 6.446 2.250
H 0.598 1.224 0.838
H 1.599 2.902 2.636
H -2.170 -3.234 3.806
H -2.519 -7.270 0.713
H -0.891 4.956 -9.362
F 2.101 -3.973 0.191
C 8.250 -2.684 -6.862
C 1.487 -3.714 5.818
H 6.876 3.223 -5.435
H -0.828 -5.474 4.075
O 1.169 -2.255 -1.206
H -4.564 5.113 -3.242
H 0.633 -5.773 2.231
H 1.939 1.077 -2.283
C -1.523 5.489 -8.658
H -1.855 -3.839 5.602
C 1.117 -2.830 2.739
O -3.509 -0.307 5.320
N -1.559 -7.608 0.737
H 2.047 0.623 3.019
C -0.924 -7.169 1.947
S -1.790 -2.885 1.637
O -1.597 -0.901 4.210
H 2.393 -3.340 5.384
C -2.787 2.236 -1.157
C -0.673 -4.561 7.170
C -0.837 -3.960 5.946
H 5.458 6.847 -4.584
C -8.010 -1.663 -2.991
H -10.031 -2.387 -2.907
C 3.611 -3.529 3.238
H 0.021 -1.256 5.382
O 3.822 4.568 -2.177
C -3.800 0.876 4.599
H 6.824 1.876 -6.581
H -3.706 1.743 5.264
C -2.417 4.240 -0.037
O -7.094 -0.860 -2.232
H 3.322 2.830 2.279
O 8.610 -0.066 -6.876
H -2.057 -1.360 6.175
H 3.806 6.698 -3.942


> multiplicity of number 3 (C41H77FN6O24S2)?

1


> Number 2 is which compound?

C41H76Br22ClI2N2O2P2S